1.
The following is a quantum chemistry calculation of C30H50Cl3N4O4PtSi as an isolated structure at a distorted geometry, from OMol25.

Each line ends with the Löwdin spin population.
Positions of all 93 atoms, in Å:
1 Pt -1.5840 -0.4752 -0.5897  0.632
2 Cl -0.8904 -2.8897 -0.6974  0.237
3 Cl -2.2225 0.2868 -2.9885  0.053
4 Cl 0.5130 0.0351 -0.2378  0.020
5 Si 0.2355 0.4705 -4.5438  0.532
6 O 0.8736 -2.2361 4.0632  0.000
7 O -3.5334 -1.0601 -0.1221  0.003
8 O -1.3329 2.8247 -1.1766  0.011
9 O 2.8123 1.3435 -2.4363  0.066
10 N 0.8537 3.6175 -1.3371  0.002
11 N -5.1092 -1.9848 -1.4650  0.000
12 N -1.4922 0.0985 1.3110  0.039
13 N -1.2101 -2.4023 5.0302  0.000
14 C -0.7013 -3.4336 5.9615  0.000
15 C 2.1650 1.6695 2.1045  0.001
16 C -0.2514 3.1452 -0.6761  0.001
17 C -0.7378 -0.7779 2.0306  0.000
18 C -1.9513 1.2676 1.7544  0.015
19 C -0.7866 -0.6533 3.3972  0.000
20 C 5.2544 0.5724 -3.1182  0.001
21 C 2.4348 1.6684 0.7213  0.000
22 C 2.8834 -0.6288 2.2088  0.001
23 C -0.5662 2.2032 -4.8081  0.113
24 C -3.8862 -1.9281 -0.9965  -0.001
25 C 6.5684 2.6155 -1.2228  0.002
26 C -0.5049 -4.8006 5.3529  0.000
27 C -2.6386 -2.5414 4.6218  0.000
28 C 0.7885 3.7804 -2.7673  0.003
29 C -0.2950 -1.8391 4.1719  0.000
30 C 4.6129 1.1747 -1.9085  -0.001
31 C 2.8945 0.5337 -0.0110  -0.001
32 C -3.5725 -2.1824 5.7666  0.000
33 C 2.4852 0.5400 2.8690  -0.001
34 C 3.2425 0.4754 -1.5224  0.004
35 C -0.4131 -1.4319 -4.4568  0.115
36 C 0.5090 0.1868 -6.3786  0.071
37 C -1.9042 1.4665 3.1349  0.003
38 C -1.3169 0.5186 3.9581  -0.002
39 C 5.2745 1.9039 -0.9945  0.012
40 C 1.7994 4.4963 -0.6656  0.000
41 C -5.4923 -3.0992 -2.3364  0.000
42 C 3.0273 -0.6369 0.8178  -0.002
43 C -6.1121 -1.0009 -1.0612  0.000
44 H -4.5440 -3.6082 -2.5732  0.000
45 H 0.2644 2.9375 -4.7902  0.003
46 H -6.3202 -0.3003 -1.8866  0.000
47 H 2.1030 2.5065 0.1211  0.000
48 H 6.5567 3.3288 -2.0687  0.000
49 H -5.7686 -0.4474 -0.1759  0.000
50 H 2.3968 0.5310 3.9632  0.000
51 H 3.1092 -1.5880 0.2936  0.000
52 H -1.3170 0.6051 5.0425  0.000
53 H -1.4238 -3.4668 6.7813  0.000
54 H 3.0048 -1.5601 2.7911  0.000
55 H 5.9299 1.2702 -3.6234  0.000
56 H 1.2589 2.9093 -3.2401  0.008
57 H 1.1617 -0.6852 -6.4892  0.003
58 H 1.6749 2.5369 2.5910  0.000
59 H -2.3927 2.3450 3.5219  0.000
60 H -0.0641 3.0412 0.4072  0.000
61 H -0.1898 -5.4897 6.1401  0.000
62 H 3.1611 -0.5479 -1.9159  0.002
63 H -0.9724 2.2403 -5.8328  0.013
64 H 1.3524 4.6709 -3.0576  0.000
65 H -4.6045 -2.2023 5.4018  0.000
66 H 1.8717 5.4421 -1.2181  0.000
67 H -6.1682 -3.7684 -1.7798  0.000
68 H 2.8084 4.0608 -0.6483  0.000
69 H -5.9794 -2.7078 -3.2403  0.000
70 H 6.7135 3.1969 -0.3010  0.000
71 H -3.4788 -2.8865 6.6024  0.000
72 H -1.1903 -1.5958 -5.2218  0.016
73 H 0.2558 -3.0494 6.3362  0.000
74 H 5.8720 -0.2803 -2.7831  0.000
75 H -0.2601 3.8765 -3.0453  0.000
76 H 1.4610 4.6734 0.3611  0.000
77 H -2.8030 -3.5862 4.3002  0.000
78 H -2.8184 -1.8847 3.7568  0.000
79 H -2.4338 1.9412 1.0392  0.005
80 H 1.0165 1.0794 -6.7545  0.002
81 H -3.3514 -1.1674 6.1179  0.000
82 H 0.2875 -4.7565 4.6005  0.000
83 H -7.0365 -1.5493 -0.8452  0.000
84 H -1.3346 2.5478 -4.1018  0.002
85 H -0.4449 0.0295 -6.9016  0.012
86 H -3.1671 -2.6397 -1.4147  -0.001
87 H 7.4974 2.0177 -1.3210  0.001
88 H 4.5047 0.1799 -3.8154  0.001
89 H -1.4261 -5.1846 4.9042  0.000
90 H -0.7762 -1.8674 -3.5157  0.000
91 H 0.4475 -2.0595 -4.7465  0.001
92 H 5.1380 1.6134 0.0476  0.001
93 H -0.3045 -1.5941 1.4291  -0.001

Summary:
HOMO (alpha / beta) = -2.320 / -2.410 eV
Spin multiplicity = 3
Relative energy (zero: lowest compared OMol25 entry of this formula, charge and spin) = 8.3012 eV
Gap between HOMO and LUMO (alpha / beta) = 3.952 / 3.323 eV
E_tot = -3482.2932 Ha
Total charge = -1
Maximum force = 3.59 eV Å⁻¹
LUMO energy (alpha / beta) = 1.632 / 0.913 eV
Molecular weight = 860.28 g/mol

2.
The following is a quantum chemistry calculation of a 2-piece molecular cluster, C2H7O overall at a distorted geometry, from OMol25.

Each line ends with the Löwdin spin population.
Positions of all 10 atoms, in Å:
1 O 0.0234 0.6840 -2.8334  0.005
2 C 0.4946 -0.1700 0.2834  0.074
3 C -0.5288 -0.2897 1.3688  0.519
4 H 0.2031 0.8689 -3.8140  0.001
5 H 0.0640 -0.1647 -0.7450  0.003
6 H -1.2115 -1.1603 1.4185  0.122
7 H -0.0565 -0.2569 2.3614  0.149
8 H 1.0143 0.8040 0.2648  0.014
9 H -1.2138 0.6459 1.3297  0.089
10 H 1.2111 -0.9612 0.3657  0.022

Summary:
HOMO (alpha / beta) = 4.607 / 0.383 eV
Spin multiplicity = 2
Relative energy (zero: lowest compared OMol25 entry of this formula, charge and spin) = 0.2579 eV
Gap between HOMO and LUMO (alpha / beta) = 3.313 / 7.535 eV
E_tot = -155.4306 Ha
Total charge = -2
Maximum force = 2.44 eV Å⁻¹
LUMO energy (alpha / beta) = 7.920 / 7.918 eV
Molecular weight = 47.08 g/mol

3.
The following is a quantum chemistry calculation of one molecule with the formula C5H12N2O, from OMol25.

Each line ends with the natural charge from an NBO analysis.
Positions of all 20 atoms, in Å:
1 O 1.4972 0.6593 0.1732  -0.526
2 N -0.7452 0.7404 -0.4773  -0.644
3 N 0.2004 -1.2811 0.6487  -0.420
4 C 0.3701 -0.0857 -0.1255  0.512
5 C -0.5714 1.4422 -1.7389  -0.411
6 C -1.0878 -1.7642 1.0651  -0.416
7 C 1.4158 1.3359 1.4159  -0.261
8 C 0.6107 -1.4251 -0.7372  -0.288
9 H -0.1172 -1.7919 -1.4546  0.180
10 H -0.5375 0.7717 -2.6063  0.169
11 H 2.3623 1.8736 1.5220  0.191
12 H -1.3979 2.1415 -1.8560  0.199
13 H -0.9663 -2.8006 1.3802  0.210
14 H 0.5776 2.0446 1.4201  0.181
15 H -1.6046 0.2030 -0.4808  0.362
16 H -1.4324 -1.1696 1.9157  0.207
17 H 1.6233 -1.7712 -0.8823  0.209
18 H 0.3624 1.9972 -1.6936  0.211
19 H 1.2954 0.6145 2.2371  0.180
20 H -1.8547 -1.7344 0.2746  0.156

Summary:
HOMO = -8.780 eV
Spin multiplicity = 1
Relative energy (zero: lowest compared OMol25 entry of this formula, charge and spin) = 2.9316 eV
Gap between HOMO and LUMO = 9.804 eV
E_tot = -382.3948 Ha
Structure (SMILES) = CN[C@]1(OC)CN1C
Maximum force = 0.51 eV Å⁻¹
LUMO energy = 1.024 eV
Molecular weight = 116.16 g/mol

4.
The following is a quantum chemistry calculation of C4H8O2 as an isolated structure, from OMol25.

Each line ends with the natural charge from an NBO analysis.
Positions of all 14 atoms, in Å:
1 O 0.9552 -1.0892 -1.4007  -0.787
2 O 1.4669 0.0676 0.5508  -0.496
3 C 0.4623 -0.6276 1.2937  -0.087
4 C -0.7100 0.6307 -0.4846  -0.709
5 C -0.8557 0.1025 0.9406  -0.444
6 C 1.1696 0.0383 -0.7586  0.555
7 H 1.6680 0.8749 -1.2675  0.164
8 H -0.0763 -0.3517 -1.2547  0.485
9 H 0.7405 -0.5464 2.3449  0.201
10 H -1.0197 0.9200 1.6490  0.214
11 H 0.4445 -1.6774 0.9898  0.200
12 H -0.5503 1.7076 -0.5576  0.235
13 H -1.5747 0.3910 -1.1243  0.249
14 H -1.6997 -0.5873 1.0355  0.220

Summary:
HOMO = -9.039 eV
Spin multiplicity = 1
Relative energy (zero: lowest compared OMol25 entry of this formula, charge and spin) = 4.3002 eV
Gap between HOMO and LUMO = 9.981 eV
E_tot = -307.5544 Ha
Maximum force = 0.32 eV Å⁻¹
LUMO energy = 0.942 eV
Molecular weight = 88.11 g/mol

5.
The following is a quantum chemistry calculation of an isolated ion of composition C2H4NO4 and charge -1 at a distorted geometry, from OMol25.

Each line ends with the Löwdin spin population.
Positions of all 11 atoms, in Å:
1 O 2.0877 -1.8390 -0.2156  0.055
2 O -0.6794 -0.6350 -0.2332  0.613
3 O 2.2665 0.1020 -1.2395  0.049
4 O 0.5675 1.3160 0.0655  0.151
5 N 0.7028 0.0381 0.4110  0.966
6 C 1.7797 -0.6936 -0.4324  0.061
7 C -1.7035 -0.0635 0.4797  0.049
8 H -1.3249 0.9689 0.8140  0.008
9 H 0.9742 1.3173 -0.8804  0.020
10 H -2.0453 -0.7285 1.3085  0.008
11 H -2.6254 0.2175 -0.0777  0.020

Summary:
HOMO (alpha / beta) = -1.458 / -4.944 eV
Spin multiplicity = 3
Relative energy (zero: lowest compared OMol25 entry of this formula, charge and spin) = 1.5930 eV
Gap between HOMO and LUMO (alpha / beta) = 5.621 / 7.471 eV
E_tot = -434.1357 Ha
Total charge = -1
Maximum force = 6.33 eV Å⁻¹
LUMO energy (alpha / beta) = 4.163 / 2.526 eV
Molecular weight = 106.06 g/mol